DFT (ωB97M-V/def2-TZVPD) results for a 2-piece molecular cluster, C10H22NP overall.

## Properties
Gap between HOMO and LUMO = 0.351 Eh

Last column: natural (NBO) charge in e.
CARTESIAN COORDINATES (ANGSTROEM)
H: 2.783 2.616 0.202  0.211
H: 0.929 -2.936 1.031  -0.072
H: -3.740 0.309 1.290  0.213
C: -0.126 -1.191 -0.358  -0.521
H: -4.212 0.328 -1.341  0.211
H: -0.556 0.379 -1.661  0.209
H: -2.666 -0.208 -2.147  0.204
H: -0.556 -3.791 -1.105  0.375
H: 1.633 2.200 -1.065  0.219
C: 2.724 -0.049 0.884  -0.643
H: -2.250 2.156 -1.390  0.205
C: 3.053 0.647 -0.407  0.046
H: -1.734 -4.236 0.016  0.385
C: -2.647 -0.166 1.226  -0.619
C: -3.202 -0.254 -1.218  -0.595
H: 3.420 2.458 -1.427  0.217
C: -2.184 0.273 -0.181  -0.126
C: 2.643 2.074 -0.730  -0.644
C: -0.814 -0.097 -0.635  -0.150
H: -2.418 -1.242 1.360  0.231
H: 0.893 -1.472 -0.838  0.230
H: 4.378 -0.907 -1.172  0.198
N: -0.791 -3.860 -0.148  -1.139
H: 4.013 0.597 -2.207  0.185
H: -3.153 2.242 0.076  0.211
P: -0.358 -2.525 0.927  0.709
H: 1.725 -0.321 0.963  0.219
H: -2.212 0.517 1.951  0.211
H: 3.012 0.568 1.790  0.209
H: -1.350 2.195 0.185  0.209
C: -2.238 1.820 -0.295  -0.594
H: -3.501 -1.291 -1.136  0.211
C: 3.881 0.037 -1.263  -0.431
H: 3.387 -0.907 0.818  0.215



DFT (ωB97M-V/def2-TZVPD) results for one molecule with the formula C7H10O.

## Properties
Gap between HOMO and LUMO = 0.289 Eh

Last column: natural (NBO) charge in e.
CARTESIAN COORDINATES (ANGSTROEM)
C: 0.469 -1.492 0.979  -0.092
O: 2.460 -0.295 0.486  -0.624
H: -2.303 1.837 -0.129  0.252
C: 1.235 -0.411 0.385  0.428
C: -0.161 -2.372 1.501  -0.208
H: 1.350 0.083 -1.976  0.207
C: 0.372 1.126 1.019  -0.506
H: -0.216 -0.812 -1.677  0.195
H: -1.988 0.124 0.169  0.242
H: -1.910 0.774 -1.483  0.230
C: -1.693 0.981 -0.438  -0.692
H: -0.244 0.849 1.867  0.234
H: 0.239 1.901 -0.973  0.213
H: 1.210 1.762 1.271  0.256
C: -0.266 1.325 -0.209  0.113
H: -0.706 -3.135 1.998  0.237
H: 1.336 -1.599 -1.424  0.225
C: 0.816 -0.647 -1.368  -0.710



DFT (ωB97M-V/def2-TZVPD) results for C31H26Br5N6O12STi as an isolated structure.

## Properties
2S+1 = 4
<S²> = 3.7892
Charge = -2
Gap between HOMO and LUMO (spin up / spin down) = 0.148 / 0.228 Eh

Last column: Löwdin charge in e.
CARTESIAN COORDINATES (ANGSTROEM)
C: -1.108 -0.500 -2.287  -0.102
H: -7.177 0.678 0.518  0.067
C: -0.149 1.438 -2.949  -0.655
H: -8.165 2.846 1.570  0.097
N: -1.549 4.888 1.766  -0.370
C: -1.377 3.578 1.393  -0.202
O: 3.123 -1.437 -0.505  -0.114
C: 2.980 1.071 0.880  -0.150
Br: 5.189 0.546 -4.503  0.730
O: 2.166 1.018 -0.154  -0.238
H: -1.039 -1.380 -1.671  0.106
C: -7.185 2.762 1.094  -0.309
O: -2.593 5.214 2.534  -0.185
C: 1.874 -4.437 2.348  -0.075
O: -5.997 1.029 2.654  -0.339
N: -0.082 0.348 -2.212  -0.029
H: -7.988 1.744 -0.646  0.069
O: -3.293 1.156 -4.649  0.076
C: 4.654 -2.316 1.008  -0.020
Br: 1.279 2.674 -2.875  0.894
H: -3.012 -1.018 -3.121  0.117
S: -6.092 2.464 2.459  0.635
H: -1.884 -0.656 0.714  0.051
H: 1.482 -5.574 0.573  0.114
C: 4.116 -1.004 -4.370  -0.639
Ti: 1.659 -0.415 -1.169  0.946
H: -3.545 1.580 3.066  0.104
C: 5.420 -2.194 2.142  -0.038
H: 1.372 -1.084 2.444  0.157
C: -1.217 1.748 -3.783  -0.036
O: -0.703 5.765 1.305  -0.139
O: 1.270 -2.031 -2.375  -0.234
C: 3.800 -0.009 1.292  -0.145
C: 1.396 -2.116 2.119  0.006
C: -2.206 -0.290 -3.093  0.015
H: -6.219 1.704 -0.555  0.073
C: -0.474 3.012 0.523  -0.063
H: 6.035 -3.012 2.495  0.106
H: 2.174 -2.982 3.902  0.120
H: -6.892 3.740 0.697  0.104
O: 6.960 -1.847 4.350  -0.003
N: -2.175 2.525 1.836  0.023
N: -0.719 1.643 0.400  0.109
Br: 5.786 -2.173 -6.397  0.645
C: -2.253 0.862 -3.850  -0.337
C: -4.556 3.067 1.850  -0.219
O: 0.461 -1.302 0.209  -0.185
H: -4.488 2.687 0.823  0.114
C: 2.468 -3.219 -4.077  -0.631
N: 0.968 -2.316 0.885  -0.156
C: -2.346 0.039 1.410  -0.013
H: 4.622 0.999 3.029  0.112
H: 2.239 -5.277 2.928  0.111
H: 4.645 -3.236 0.435  0.113
O: 6.169 0.115 4.698  0.023
H: -4.587 4.161 1.860  0.104
O: 2.786 0.101 -2.712  -0.251
C: 5.415 -1.001 2.864  -0.204
Br: 3.800 -4.827 -6.057  0.636
C: 3.523 -3.261 -5.019  -0.767
H: 0.318 3.517 -0.007  0.077
C: 1.849 -3.176 2.887  -0.028
H: -1.227 2.665 -4.358  0.114
C: -7.139 1.656 0.037  -0.122
C: -1.731 1.389 1.182  -0.360
H: -2.157 -0.324 2.430  0.081
C: 3.831 -1.255 0.542  -0.325
O: -6.559 3.273 3.567  -0.329
Br: 1.269 -4.676 -3.829  0.695
C: 4.348 -2.153 -5.160  -0.763
H: 0.706 -3.539 -0.715  0.125
C: 2.234 -2.108 -3.277  -0.390
H: 3.011 2.001 1.433  0.117
C: -3.357 2.578 2.676  -0.152
C: 1.468 -4.603 1.049  -0.024
H: -3.197 3.268 3.487  0.114
H: -3.434 0.042 1.266  0.068
C: 3.077 -0.944 -3.442  -0.401
C: 1.014 -3.513 0.323  0.015
H: -3.927 0.434 -4.607  0.105
C: 4.617 0.089 2.445  0.039
N: 6.222 -0.907 4.027  -0.383



DFT (ωB97M-V/def2-TZVPD) results for a 2-piece molecular cluster, C21H22N2O3 overall.

## Properties
Gap between HOMO and LUMO = 0.228 Eh

Last column: natural (NBO) charge in e.
CARTESIAN COORDINATES (ANGSTROEM)
H: 5.147 2.236 -1.052  0.207
C: -3.265 -0.474 0.715  -0.195
N: 1.368 -1.096 2.376  -0.314
H: -4.659 0.582 -2.763  0.223
C: -4.267 0.283 -1.788  -0.204
C: -0.198 -0.671 0.790  -0.234
C: -1.011 -0.856 -0.321  0.091
C: 2.394 -1.798 3.124  -0.410
H: -0.278 2.098 5.330  0.222
H: -5.275 -0.253 1.444  0.222
H: 1.376 0.227 4.851  0.218
C: -1.231 1.353 2.120  -0.203
C: -0.365 0.299 1.879  0.007
H: -0.680 -1.587 -1.057  0.289
C: 4.362 1.960 -1.758  -0.625
C: -4.622 -0.200 0.569  -0.227
C: 0.114 -1.234 -3.378  0.694
C: -1.203 1.985 3.376  -0.217
H: 3.827 2.862 -2.068  0.216
H: -2.868 -0.775 1.688  0.223
C: 0.641 0.562 4.117  -0.231
C: -5.135 0.145 -0.691  -0.186
H: -1.914 2.782 3.594  0.223
H: 0.548 -1.468 -5.464  0.221
H: 4.855 1.530 -2.637  0.208
H: 3.920 -0.051 -1.142  0.210
H: 2.680 -1.193 3.989  0.220
H: 1.379 -2.277 0.596  0.268
O: 2.225 0.877 -1.922  -0.522
O: -0.279 -2.399 -3.217  -0.625
C: 0.285 -0.669 -4.770  -0.709
H: -1.923 1.665 1.340  0.236
H: 1.052 0.110 -4.771  0.223
C: 1.630 -0.362 -1.919  0.871
C: -2.904 0.048 -1.629  -0.176
C: 0.930 -1.454 1.140  0.192
C: 3.441 0.936 -1.145  -0.082
O: 2.221 -1.340 -1.440  -0.707
H: -6.206 0.312 -0.809  0.219
C: -0.284 1.590 4.364  -0.203
H: 3.152 1.210 -0.118  0.160
C: 0.597 -0.034 2.864  0.111
H: -0.661 -0.226 -5.099  0.227
H: 2.032 -2.776 3.477  0.217
H: -2.198 0.212 -2.446  0.245
N: 0.368 -0.307 -2.421  -0.755
H: 3.263 -1.965 2.474  0.231
C: -2.380 -0.399 -0.392  -0.067



Summary of ΔE to the lowest compared entry with this formula, charge and spin in eV
0.4016; 5.7684; 1.6243; 4.1458
(order as listed above)
Summary of largest force on an atom in hartree/bohr
0.0661; 0.0901; 0.0412; 0.0441
(order as listed above)